Entry 1:
21
Properties=species:S:1:pos:R:3:forces:R:3:lowdin_spin:R:1 method="wB97M-V/def2-TZVPD" lumo_ha="-0.1087 / -0.3223" multiplicity=2 mol_weight_g_mol=139.22 homo_lumo_gap_ev="11.36 / 4.15" s2=0.758 total_charge=+1 e_above_lowest_kcal_mol=40.9
C 0.869 -0.066 -0.374 -1.4 -0.1 1.2 0.04
N 0.285 0.064 1.047 4.1 1.7 -1.9 0.46
C 1.238 1.036 1.937 -1.4 -0.8 0.1 0.02
O 0.425 2.072 2.393 0.0 -1.9 0.9 0.04
C -0.133 -0.629 -1.312 -2.4 0.0 -2.2 0.02
C -0.649 -2.034 -0.987 1.3 -3.4 0.1 0.03
S -2.261 -2.447 -0.167 0.8 1.0 -0.6 0.30
H 1.632 -0.806 -0.308 1.2 -0.1 0.2 0.01
H 1.223 0.906 -0.830 -0.2 -0.7 0.9 0.03
H -0.598 0.478 0.899 -1.6 0.6 0.6 0.01
H 1.793 0.457 2.707 -0.9 0.1 -0.3 0.00
H 1.971 1.480 1.302 0.3 0.0 -0.9 0.01
H -0.013 1.652 3.167 0.0 1.1 -0.3 0.00
H -1.037 -0.002 -1.562 1.1 -0.4 0.7 0.00
H 0.327 -0.714 -2.313 0.1 0.1 0.5 0.00
H -0.482 -2.816 -1.851 -0.9 1.9 1.3 0.00
H 0.046 -2.468 -0.250 0.0 0.2 -0.1 0.00
H -1.843 -2.402 1.111 0.1 0.0 -0.1 0.00
H -0.776 2.082 -0.779 -0.2 0.3 1.0 0.00
H -1.467 1.989 -2.137 2.6 0.8 0.9 0.00
O -0.548 2.169 -1.693 -2.6 -0.3 -2.0 0.00

***

Entry 2:
118
Properties=species:S:1:pos:R:3:forces:R:3:lowdin_charge:R:1 method="wB97M-V/def2-TZVPD" lumo_ha=0.0114 mol_weight_g_mol=728.77 homo_lumo_gap_ev=10.15 e_above_lowest_kcal_mol=0.0
C 0.989 -6.191 0.048 0.6 0.5 -0.2 -0.24
C 1.387 -4.873 0.681 0.8 -0.5 1.6 -0.25
O 0.411 -3.889 0.672 -0.8 0.6 0.1 -0.07
O 0.769 -6.055 -1.333 0.8 0.4 -1.2 -0.08
H 0.045 -6.582 0.369 -0.4 -0.2 0.9 0.12
H 1.785 -6.895 0.281 0.1 -0.3 0.0 0.12
H 2.251 -4.464 0.196 0.8 -0.1 -0.5 0.10
H 1.666 -4.985 1.748 0.1 -0.5 -0.4 0.13
H -0.247 -4.228 0.080 -1.2 0.4 -0.7 0.07
H 1.544 -5.624 -1.772 -0.9 -0.2 0.7 0.08
C -4.419 0.693 -4.062 -0.2 0.9 -0.6 -0.25
C -3.601 -0.231 -3.270 -0.4 -1.3 0.7 -0.27
O -2.350 -0.534 -3.855 -0.1 0.3 0.3 -0.05
O -4.783 0.049 -5.301 -0.3 1.1 0.1 -0.07
H -3.798 1.586 -4.234 -0.3 0.0 -0.3 0.13
H -5.282 0.975 -3.440 0.0 0.0 -0.4 0.13
H -4.200 -1.149 -3.142 0.3 0.0 0.2 0.14
H -3.466 0.211 -2.300 0.4 0.1 0.5 0.10
H -2.634 -0.852 -4.706 0.3 -0.3 -0.9 0.07
H -5.218 0.728 -5.861 0.4 -0.8 0.5 0.10
C -0.569 -2.624 4.183 -2.1 0.7 -1.1 -0.18
C -2.042 -2.174 3.890 1.1 -1.1 -0.5 -0.20
O -2.571 -2.846 2.721 -0.7 0.1 0.9 -0.08
O 0.293 -2.403 3.067 -0.2 0.2 0.6 -0.09
H -0.534 -3.640 4.511 0.0 -0.9 0.1 0.11
H -0.342 -2.003 5.026 1.0 0.5 0.3 0.10
H -2.055 -1.130 3.668 0.1 0.7 0.1 0.06
H -2.701 -2.379 4.745 0.4 0.0 0.1 0.13
H -3.525 -2.770 2.907 0.5 -0.3 -0.8 0.09
H 0.095 -3.015 2.333 -0.1 0.0 0.1 0.06
C 1.070 -2.801 -2.817 2.6 1.9 1.1 -0.19
C 0.020 -3.323 -3.685 -0.1 -1.9 -0.1 -0.23
O 0.649 -3.525 -4.966 -0.7 -0.1 -0.2 -0.07
O 2.134 -3.769 -2.432 -0.8 0.4 -1.7 -0.11
H 0.773 -2.317 -1.863 -0.4 -0.7 -0.6 0.13
H 1.581 -1.964 -3.402 -0.5 -0.9 0.7 0.12
H -0.791 -2.614 -3.726 -0.4 0.2 -0.1 0.10
H -0.314 -4.321 -3.319 -0.1 0.7 0.0 0.14
H -0.003 -4.001 -5.503 0.4 0.1 0.0 0.09
H 2.463 -4.071 -3.310 0.0 0.2 0.9 0.11
C -4.518 1.330 0.624 1.2 -0.6 -0.9 -0.19
C -4.012 1.265 2.074 -1.4 -0.4 0.0 -0.24
O -2.790 0.590 2.157 0.9 0.3 -0.2 -0.10
O -3.550 2.053 -0.199 -0.1 -0.4 0.0 -0.11
H -5.502 1.760 0.423 0.2 0.5 0.6 0.12
H -4.623 0.304 0.246 0.3 -0.1 0.1 0.11
H -4.705 0.663 2.714 0.2 0.7 -0.5 0.13
H -3.928 2.278 2.465 -0.1 0.2 0.2 0.11
H -2.103 1.196 1.794 -0.3 -0.3 0.2 0.05
H -2.834 1.479 -0.556 -0.8 0.1 0.8 0.06
C -1.346 5.034 0.210 1.4 -2.1 0.9 -0.29
C -2.108 5.296 1.479 -0.5 -1.3 0.0 -0.28
O -2.387 6.659 1.535 -0.7 0.9 -0.8 -0.06
O -2.073 5.419 -0.888 -0.9 1.3 -1.4 -0.04
H -1.104 3.947 0.093 0.0 0.8 0.4 0.11
H -0.405 5.597 0.310 -0.1 0.0 -0.4 0.13
H -1.483 5.042 2.341 -0.1 0.0 0.0 0.11
H -3.035 4.646 1.497 0.7 0.7 0.1 0.13
H -2.698 6.873 0.623 0.2 0.1 1.0 0.10
H -2.229 4.685 -1.482 -0.1 -0.1 0.1 0.09
C 0.721 0.646 -4.976 0.1 0.2 0.1 -0.23
C 0.725 1.627 -3.776 -0.8 -1.5 -1.7 -0.21
O 1.030 0.934 -2.585 0.8 0.6 0.4 -0.09
O 2.057 0.235 -5.162 0.7 0.5 0.5 -0.07
H 0.386 1.150 -5.916 -0.2 -0.2 0.8 0.13
H 0.107 -0.230 -4.733 -0.2 0.3 -0.1 0.10
H -0.282 2.030 -3.737 -0.1 0.4 0.2 0.11
H 1.447 2.369 -4.061 0.4 0.7 0.4 0.12
H 1.838 1.362 -2.222 -0.4 -0.3 0.1 0.06
H 2.103 -0.495 -5.763 -0.1 -0.6 -0.5 0.08
C 4.225 -0.576 -1.975 2.0 0.6 0.1 -0.21
C 3.640 -0.659 -0.593 -0.5 -1.1 -0.2 -0.20
O 3.260 -2.048 -0.345 0.4 0.9 0.6 -0.09
O 5.407 -1.436 -2.054 -0.4 1.3 -0.3 -0.07
H 4.536 0.487 -2.179 -0.1 -1.1 0.1 0.13
H 3.573 -0.890 -2.771 -0.8 0.0 -0.2 0.09
H 2.757 -0.021 -0.479 0.2 0.1 0.0 0.09
H 4.401 -0.404 0.155 -0.2 0.0 -0.1 0.13
H 2.826 -2.379 -1.138 -0.1 -0.3 -0.2 0.03
H 5.237 -2.207 -1.518 -0.3 -0.4 0.3 0.06
C 0.253 1.487 0.724 1.4 1.3 0.7 -0.22
C -0.141 0.108 0.403 -0.5 -0.4 0.4 -0.25
O -0.986 0.081 -0.694 -0.6 0.5 -2.3 -0.08
O -0.647 2.194 1.558 -0.6 -0.1 0.4 -0.10
H 0.354 2.030 -0.205 0.3 0.2 -0.4 0.12
H 1.238 1.446 1.203 0.0 0.2 -0.1 0.11
H -0.689 -0.368 1.191 0.0 -0.3 0.8 0.12
H 0.736 -0.465 0.173 0.7 -0.5 0.1 0.11
H -0.427 0.437 -1.438 -0.7 -0.5 0.3 0.09
H -0.293 3.080 1.768 0.2 -0.5 -0.1 0.06
C 0.984 1.203 4.214 1.3 0.3 -0.7 -0.23
C -0.198 1.749 4.895 -1.4 -0.1 1.6 -0.22
O -1.313 0.801 4.911 1.3 1.2 0.3 -0.06
O 1.940 2.275 4.308 0.3 0.5 -0.1 -0.12
H 0.740 1.035 3.145 0.3 -0.5 0.7 0.11
H 1.394 0.341 4.763 -0.3 -0.1 -0.5 0.14
H -0.484 2.692 4.448 -0.3 0.2 -0.5 0.11
H 0.114 2.064 5.918 -0.6 -0.7 -0.4 0.14
H -1.749 0.922 4.061 -0.3 -0.2 -0.3 0.04
H 2.850 1.988 4.057 -0.8 -0.4 0.1 0.05
O 3.296 2.596 -1.407 -0.3 -0.8 -0.5 -0.06
H 3.600 2.625 -0.477 -0.2 0.0 0.1 -0.01
H 3.350 3.473 -1.762 0.1 0.7 -0.2 0.04
O 2.749 -1.268 2.683 -0.8 -0.7 -0.6 -0.07
H 2.667 -1.742 1.827 0.7 0.4 0.2 0.05
H 1.871 -1.527 3.045 0.3 0.2 0.2 0.03
O 1.353 4.115 2.406 0.0 0.0 0.3 -0.07
H 1.503 5.069 2.487 -0.1 -0.4 0.1 0.07
H 1.475 3.684 3.296 0.1 0.2 -0.5 0.04
O 3.600 2.466 1.144 -0.9 0.8 0.7 -0.07
H 2.857 2.927 1.629 1.0 -0.6 -0.6 0.05
H 3.937 1.776 1.732 -0.2 0.1 0.3 0.02
O -2.037 -2.618 -0.544 0.4 0.7 0.1 -0.06
H -1.651 -1.747 -0.768 -0.2 -0.2 -0.5 0.01
H -2.028 -2.511 0.415 -0.4 -0.5 0.4 0.01
O 4.027 0.959 3.415 0.8 -0.9 0.0 -0.08
H 3.772 -0.005 3.270 0.1 0.9 0.0 0.06
H 4.939 1.014 3.743 -0.4 -0.3 -0.1 0.09

***

Entry 3:
7
Properties=species:S:1:pos:R:3:forces:R:3:nbo_charge:R:1 method="wB97M-V/def2-TZVPD" lumo_ha=0.1899 mol_weight_g_mol=87.03 homo_lumo_gap_ev=3.74 total_charge=-2 e_above_lowest_kcal_mol=93.3
C -2.464 -1.801 0.385 -2.1 -0.6 -0.4 0.45
C -2.549 1.064 0.124 0.1 0.1 -0.8 0.77
N -1.691 0.236 -0.335 1.9 -0.8 0.8 -0.41
O -2.977 1.801 0.970 -0.4 0.4 0.7 -0.70
O -3.573 -1.855 0.043 2.1 0.2 0.5 -0.59
O -2.890 0.723 -1.161 -1.6 0.7 -0.9 -0.53
H 16.144 -0.168 -0.025 0.0 0.0 0.0 -1.00

***

Entry 4:
13
Properties=species:S:1:pos:R:3:forces:R:3:nbo_charge:R:1 method="wB97M-V/def2-TZVPD" lumo_ha="-0.1917 / -0.1858" mol_weight_g_mol=74.11 homo_lumo_gap_ev="8.64 / 8.64" total_charge=+1 e_above_lowest_kcal_mol=126.4
C 2.085 0.125 0.190 0.6 2.5 -3.1 0.41
C -2.366 -0.210 -0.040 -3.1 1.1 0.3 -0.58
N 1.593 1.294 -0.369 5.0 -0.9 0.8 -0.74
N 1.423 -0.921 0.505 -1.1 1.9 -0.3 -0.68
N -1.063 -0.265 -0.110 1.7 0.4 -0.4 -0.21
H 3.158 0.009 0.050 0.0 0.4 0.8 0.23
H -2.614 0.176 1.077 0.0 -1.1 -2.0 0.29
H -2.808 0.728 -0.720 0.7 -2.2 1.2 0.28
H -2.783 -1.279 -0.339 0.0 2.1 0.7 0.28
H 2.335 1.992 -0.723 -1.7 -1.8 1.0 0.44
H 1.803 -1.773 0.726 1.5 -2.1 0.7 0.43
H 0.460 -0.872 0.236 -1.4 -0.3 0.3 0.43
H 0.679 1.565 -0.552 -2.1 -0.1 0.0 0.43

***

Copy entry 4 word for word.
13
Properties=species:S:1:pos:R:3:forces:R:3:nbo_charge:R:1 method="wB97M-V/def2-TZVPD" lumo_ha="-0.1917 / -0.1858" mol_weight_g_mol=74.11 homo_lumo_gap_ev="8.64 / 8.64" total_charge=+1 e_above_lowest_kcal_mol=126.4
C 2.085 0.125 0.190 0.6 2.5 -3.1 0.41
C -2.366 -0.210 -0.040 -3.1 1.1 0.3 -0.58
N 1.593 1.294 -0.369 5.0 -0.9 0.8 -0.74
N 1.423 -0.921 0.505 -1.1 1.9 -0.3 -0.68
N -1.063 -0.265 -0.110 1.7 0.4 -0.4 -0.21
H 3.158 0.009 0.050 0.0 0.4 0.8 0.23
H -2.614 0.176 1.077 0.0 -1.1 -2.0 0.29
H -2.808 0.728 -0.720 0.7 -2.2 1.2 0.28
H -2.783 -1.279 -0.339 0.0 2.1 0.7 0.28
H 2.335 1.992 -0.723 -1.7 -1.8 1.0 0.44
H 1.803 -1.773 0.726 1.5 -2.1 0.7 0.43
H 0.460 -0.872 0.236 -1.4 -0.3 0.3 0.43
H 0.679 1.565 -0.552 -2.1 -0.1 0.0 0.43